Record 1
Here is a structure of composition C43H57N8O6PPbS from the OMol25 dataset. Energies are from ωB97M-V with the def2-TZVPD basis set.

Net charge: +2
E_tot in a.u.: -3494.214585
LUMO (alpha / beta) in eV: -7.537 / -7.504
Frontier orbital gap (alpha / beta) in eV: 4.1 / 4.1

Last column: Mulliken charge in e.
Element x y z (Å)
1 Pb 0.59040 -0.19743 -0.18469  1.961
2 O -0.72740 -4.50090 1.05381  -0.537
3 C -0.22957 -3.42284 0.48513  -0.306
4 O -0.64548 -2.29911 0.69080  -0.235
5 C 0.89511 -3.72522 -0.46007  0.150
6 C 1.24636 -5.01794 -0.81482  -0.912
7 C 2.34176 -5.18603 -1.64490  -1.084
8 C 3.05140 -4.06928 -2.06024  -0.997
9 C 2.61857 -2.81589 -1.64702  0.497
10 N 1.54613 -2.65273 -0.88374  0.502
11 C 3.31913 -1.52792 -1.99081  0.572
12 O 4.54210 -1.58677 -2.50690  -0.483
13 O 2.79075 -0.45527 -1.82542  -0.380
14 H -1.40291 -4.23907 1.69879  0.462
15 H 0.69004 -5.86207 -0.43539  0.643
16 H 2.65198 -6.17490 -1.95288  0.482
17 H 3.91198 -4.19552 -2.70398  0.502
18 H 4.93484 -2.46656 -2.42885  0.310
19 N 3.24594 -1.64327 8.10560  -0.505
20 C 3.15389 -1.73760 6.74510  0.971
21 C 1.95166 -2.12540 6.13426  -0.662
22 C 1.85700 -2.18419 4.76032  -0.587
23 C 2.94988 -1.85541 3.96703  -0.346
24 C 4.15284 -1.48262 4.55948  -0.351
25 C 4.25347 -1.42311 5.93101  -0.887
26 S 2.80546 -1.95839 2.22825  1.388
27 O 1.85353 -3.01413 1.95793  -0.801
28 O 4.10701 -2.04563 1.62656  -0.791
29 N 2.05769 -0.59499 1.67227  0.075
30 C 2.68968 0.60870 1.77135  0.298
31 N 3.75262 0.79991 2.55532  -0.253
32 C 4.30545 2.00155 2.53533  -0.415
33 C 3.83484 3.04381 1.74524  -1.238
34 C 2.70651 2.77298 1.00300  -0.401
35 N 2.11006 1.58047 1.02597  0.413
36 H 2.53799 -2.07445 8.67312  0.217
37 H 4.15612 -1.57353 8.52538  0.216
38 H 1.09942 -2.38904 6.74829  0.332
39 H 0.93323 -2.50918 4.29810  0.420
40 H 5.00235 -1.24687 3.93556  0.501
41 H 5.19254 -1.13795 6.38876  0.330
42 H 5.16286 2.14477 3.18439  0.504
43 H 4.31109 4.01176 1.73032  0.469
44 H 2.23808 3.53414 0.38850  0.570
45 C -2.16167 2.95232 -0.10950  -1.161
46 C -3.21233 1.87320 0.17135  0.630
47 C -4.60919 2.41630 -0.11444  -1.631
48 P -2.62402 0.35464 -0.71773  0.564
49 C -3.67184 -1.13542 -0.33993  0.688
50 C -3.37933 -2.19810 -1.40074  -1.323
51 C -5.16366 -1.02885 -0.03742  -1.637
52 C -3.05926 0.79482 -2.46180  0.153
53 C -4.35544 0.82860 -2.92996  -0.039
54 C -4.67943 1.12900 -4.26361  0.482
55 C -6.10260 1.21710 -4.70106  -1.663
56 C -3.63873 1.39929 -5.17171  -0.989
57 C -2.33989 1.35091 -4.75822  -0.806
58 C -2.01487 1.03770 -3.40577  -0.907
59 N -0.74530 1.12544 -2.98964  0.636
60 C 0.31506 0.91935 -3.76359  -0.049
61 C 0.40523 -0.14511 -4.73930  1.505
62 C -0.66924 -1.18439 -4.90993  -1.814
63 C 1.59209 -0.28854 -5.41103  -0.982
64 C 2.67532 0.58955 -5.22882  0.714
65 C 3.93884 0.40706 -5.99743  -1.600
66 C 2.58199 1.60679 -4.26932  -0.775
67 C 1.46424 1.75226 -3.49561  0.926
68 C 1.37296 2.82700 -2.46238  -1.444
69 H -2.36910 3.83837 0.49212  0.575
70 H -2.18216 3.24739 -1.16275  0.248
71 H -1.15861 2.61600 0.15338  -0.056
72 H -3.13668 1.59474 1.22884  0.527
73 H -4.67082 2.82258 -1.12555  0.296
74 H -4.82469 3.23804 0.57083  0.520
75 H -5.39405 1.67270 0.00768  0.310
76 H -3.18179 -1.46387 0.58545  0.390
77 H -3.84789 -1.94728 -2.35472  0.252
78 H -3.77877 -3.16347 -1.08531  0.533
79 H -2.30539 -2.31420 -1.57046  0.055
80 H -5.75662 -0.74798 -0.90744  0.224
81 H -5.36929 -0.32114 0.76400  0.353
82 H -5.53281 -2.00388 0.28772  0.487
83 H -5.17346 0.63167 -2.25328  0.296
84 H -6.77767 0.76103 -3.98043  0.392
85 H -6.24490 0.74755 -5.67464  0.417
86 H -6.38639 2.26760 -4.81144  0.350
87 H -3.87674 1.67620 -6.19092  0.483
88 H -1.53672 1.63019 -5.42906  0.662
89 H -1.20888 -1.37026 -3.97984  0.245
90 H -0.21838 -2.11952 -5.23859  0.574
91 H -1.40552 -0.89878 -5.66033  0.382
92 H 1.70631 -1.10982 -6.10887  0.546
93 H 3.81194 -0.26304 -6.84444  0.414
94 H 4.70270 -0.01320 -5.33609  0.309
95 H 4.32092 1.36525 -6.34997  0.414
96 H 3.42945 2.26363 -4.11676  0.524
97 H 0.82911 3.69027 -2.85421  0.407
98 H 2.36940 3.15490 -2.17326  0.555
99 H 0.82291 2.49396 -1.58042  -0.042
100 C -0.43609 3.39775 4.28136  -1.845
101 C -0.70689 1.91488 4.05343  1.715
102 C 0.36486 1.07515 4.74593  -1.533
103 C -2.09227 1.55147 4.57805  -1.726
104 N -0.69989 1.75421 2.57632  -0.168
105 N -0.73298 0.39034 2.10306  0.384
106 H -0.44970 3.63005 5.34563  0.427
107 H -1.18717 4.00954 3.78066  0.386
108 H 0.54944 3.67461 3.89481  0.410
109 H 0.40843 1.31903 5.80812  0.611
110 H 1.35888 1.25661 4.32410  0.218
111 H 0.16376 0.00514 4.67796  0.289
112 H -2.17168 1.79859 5.63688  0.490
113 H -2.29589 0.47993 4.49282  0.290
114 H -2.86290 2.10152 4.03619  0.326
115 H 0.18860 2.11975 2.24531  0.046
116 H -1.56320 -0.03695 2.50751  0.291
117 H 0.04396 -0.12503 2.53293  -0.344

Record 2
Here is a structure of composition AlN2O6 at a distorted geometry from the OMol25 dataset. Energies are from ωB97M-V with the def2-TZVPD basis set.

Net charge: +1
E_tot in a.u.: -802.586836
LUMO in eV: -11.147
Frontier orbital gap in eV: 3.2

Last column: Mulliken charge in e.
Element x y z (Å)
1 Al -11.71693 -47.41576 -6.20941  0.955
2 N -13.09210 -44.62052 -7.71978  1.222
3 O -12.00273 -44.63058 -7.14562  -0.528
4 O -13.82671 -45.53825 -7.51406  -0.384
5 O -13.50527 -43.88937 -8.60976  -0.359
6 N -15.27466 -48.46399 -7.77664  1.075
7 O -16.15560 -48.82335 -6.93205  -0.301
8 O -14.12172 -48.55745 -7.46851  -0.399
9 O -15.68878 -47.87795 -8.77241  -0.283

Record 3
Here is a cluster of 2 separate species, C7H7N in total at a distorted geometry from the OMol25 dataset. Energies are from ωB97M-V with the def2-TZVPD basis set.

Net charge: 0
E_tot in a.u.: -325.579853
LUMO in eV: 0.737
Frontier orbital gap in eV: 10.7

Last column: Mulliken charge in e.
Element x y z (Å)
1 C -1.82668 1.57707 1.30731  -0.232
2 C -2.01452 0.17690 1.10833  -0.510
3 C -1.03220 -0.48888 0.45506  -0.156
4 N 0.12317 0.00332 -0.06726  -0.321
5 C 0.25315 1.29092 0.20167  -0.111
6 C -0.60409 2.11472 0.94917  -0.560
7 H -2.44765 2.23324 1.89339  0.375
8 H -2.93436 -0.34615 1.40777  0.325
9 H -1.07205 -1.55569 0.29142  0.382
10 H 1.11092 1.75182 -0.31104  0.351
11 H -0.35148 3.11240 1.00833  0.410
12 C 2.92786 -2.77256 -2.28183  -0.135
13 C 2.21410 -1.99218 -1.70747  -0.459
14 H 3.51528 -3.36731 -3.07492  0.300
15 H 1.81133 -1.28739 -0.93746  0.340

Q: Which value of net charge does entry 2 give?
A: +1

Q: The lowest net charge belongs to which entry?
A: C7H7N